Density functional theory data (ωB97M-V/def2-TZVPD) for 2 unconnected molecules or ions with the total composition C14H16O at a distorted geometry.

```
31
Properties=species:S:1:pos:R:3:forces:R:3
C -0.0168 -2.7276 -2.6073 -0.98 -1.89 2.83
C 0.8180 -2.3855 1.1690 -1.32 -1.85 -0.99
C 0.7098 -2.9665 -0.1032 1.91 0.44 -1.21
C -0.2016 -1.5414 1.5477 0.70 1.37 0.68
C -0.0546 -2.3921 -1.1187 0.43 1.91 0.55
C -0.9294 -0.8724 0.5681 0.11 -0.38 0.17
C -0.7597 -1.2442 -0.7490 -1.28 0.04 -1.40
H 1.5644 -2.7655 1.8369 0.12 -0.06 0.45
H 1.5039 -3.6271 -0.4800 -0.39 -0.22 0.56
H -0.2234 -1.2054 2.5836 -0.22 0.05 -0.19
H -1.5064 0.0024 0.8217 -0.27 -0.06 0.09
H -0.2344 -3.8047 -2.4858 0.27 0.09 -1.18
H 0.9347 -2.5658 -3.0811 0.07 0.29 -0.39
H -1.2366 -0.6683 -1.5944 0.39 -0.48 1.21
H -0.9253 -2.2670 -2.9593 0.25 0.23 -1.08
C 2.0851 0.7466 -0.2962 -1.06 -0.01 -0.35
C -1.3233 2.4811 -0.2884 2.25 0.32 -0.29
C -0.1362 1.8477 -0.7311 -1.56 0.84 0.21
C -1.3512 2.9147 1.0233 -2.82 0.58 0.32
C 0.8074 1.4417 0.1811 2.03 0.80 -0.39
C -0.4754 2.4435 1.9564 2.19 -0.32 0.21
C 0.6993 1.8373 1.5284 -1.66 -2.07 -1.02
O -2.4119 3.7201 1.4965 0.78 -1.03 -0.81
H -1.9987 2.7712 -1.0696 -0.60 0.35 0.11
H -0.0630 1.7985 -1.8153 0.39 -0.71 0.21
H -3.0313 3.7034 0.7584 -0.32 0.37 0.24
H -0.6075 2.4818 3.0124 -0.51 0.66 0.53
H 2.9429 1.4095 -0.1364 -0.02 -0.45 -0.17
H 1.9599 0.4416 -1.3426 0.26 0.60 -0.05
H 1.2635 1.2203 2.2105 0.56 0.59 0.44
H 2.1978 -0.2280 0.1644 0.28 0.00 0.69
```
Positions in Å, forces in eV/Å.

Properties
LUMO energy: 0.8 eV
strongest force on any atom: 0.0689 Eh/bohr
E_tot: -16823.559 eV
structure (SMILES): Cc1ccc(O)cc1.Cc1ccccc1
charge: 0
relative energy (zero: lowest compared OMol25 entry of this formula, charge and spin): 161.7 kJ/mol
2S+1: 1
frontier orbital gap: 9.14 eV

---

Density functional theory data (ωB97M-V/def2-TZVPD) for a molecular structure, C16H32ClLi2O8 at a distorted geometry.

```
59
Properties=species:S:1:pos:R:3:forces:R:3
Li 1.5222 -6.5622 1.3914 -0.10 0.16 -0.26
Li 5.7728 0.2132 1.1055 -0.36 0.06 -0.08
Cl 0.3103 -1.2091 0.2953 -1.80 -0.76 2.86
O 0.3325 -2.2716 1.3061 0.20 -0.27 -0.14
O -0.2895 -1.7067 -0.8730 -0.14 -0.75 -1.98
O -0.4757 -0.1315 0.7968 -0.09 0.74 0.24
O 1.6467 -0.7909 0.1053 2.38 0.72 -0.85
C 2.9291 -8.7558 -3.9412 -1.11 -1.34 0.03
C 3.8434 -9.8424 -3.3402 1.10 0.19 0.43
C 3.9811 -9.4497 -1.8418 -0.05 0.42 -0.34
O 3.0247 -8.3842 -1.6233 0.16 0.38 -0.43
C 2.8037 -7.6858 -2.8983 0.75 -0.24 0.99
H 1.9150 -9.1534 -3.9807 0.02 -0.33 -0.53
H 3.2151 -8.4273 -4.9404 0.07 0.07 0.21
H 4.8395 -9.7611 -3.7751 0.07 0.13 -0.07
H 3.6076 -10.8937 -3.5055 -0.73 0.24 0.01
H 5.0119 -9.1378 -1.6732 0.08 0.72 -0.05
H 3.8657 -10.1885 -1.0487 -0.72 -0.33 -0.40
H 3.5425 -6.8996 -3.0534 0.14 0.17 0.31
H 1.8036 -7.2538 -2.8625 0.13 0.05 0.07
C -2.3612 2.9792 -4.6296 0.82 -0.24 1.93
C -2.5045 3.7370 -5.8933 -0.79 0.48 -1.10
C -4.0319 3.6691 -6.1774 0.68 -0.65 0.77
O -4.2744 2.3163 -5.7779 -1.00 0.08 -1.72
C -3.5612 2.0471 -4.6010 -0.27 -0.12 -0.19
H -2.2741 3.6584 -3.7816 -0.49 -0.01 0.22
H -1.4565 2.3777 -4.5412 0.18 0.10 -0.38
H -2.0662 3.0996 -6.6612 0.21 0.57 -0.44
H -2.0796 4.7399 -5.8501 0.07 -0.12 -0.26
H -4.2932 3.8655 -7.2173 0.04 -0.51 -0.03
H -4.7017 4.2784 -5.5707 0.39 0.62 0.27
H -3.2501 1.0072 -4.7006 -0.14 -0.06 0.49
H -4.2544 2.2015 -3.7741 0.31 -0.14 0.46
C 0.9118 9.0572 0.2726 0.76 -1.90 -0.35
C 0.1457 7.7963 -0.1260 -2.56 -0.32 0.68
C 0.8765 6.6162 0.4775 1.54 0.70 -0.07
O 2.2268 7.1053 0.5241 0.70 -0.50 0.37
C 2.3167 8.4427 0.0761 0.45 0.51 0.13
H 0.7258 9.1515 1.3425 0.16 0.59 -0.01
H 0.5991 9.9262 -0.3064 0.40 -0.03 0.15
H -0.0838 7.6804 -1.1853 0.40 0.10 -0.06
H -0.8136 7.8453 0.3892 -0.43 -0.02 -0.34
H 0.8920 5.6822 -0.0843 -0.36 0.11 -0.23
H 0.6522 6.3821 1.5181 -0.65 0.08 -0.02
H 2.6616 8.4026 -0.9571 -0.29 0.43 -0.37
H 3.1231 8.8976 0.6514 -0.12 0.22 0.11
C -1.0739 -0.7339 8.1473 0.04 0.54 -0.08
C -2.0320 -0.4530 6.9919 0.48 -0.02 -0.95
C -2.8122 -1.7692 6.8298 -0.71 1.44 1.16
O -2.7931 -2.3581 8.1474 0.96 0.14 -0.23
C -1.9847 -1.5214 9.0314 -1.00 -1.29 0.33
H -0.7511 0.2167 8.5719 0.06 -0.13 0.27
H -0.1806 -1.2875 7.8580 -0.11 -0.13 -0.19
H -1.5004 -0.1475 6.0907 0.04 -0.21 -0.15
H -2.6808 0.3958 7.2080 -0.16 -0.18 0.34
H -2.4163 -2.3725 6.0129 0.04 -0.45 0.38
H -3.8692 -1.5404 6.6936 0.00 -0.14 -0.74
H -1.5925 -2.2357 9.7553 0.57 0.21 -0.08
H -2.6405 -0.8639 9.6021 -0.21 0.22 -0.08
```
Positions in Å, forces in eV/Å.

Properties
LUMO energy: -5.3 eV
strongest force on any atom: 0.0673 Eh/bohr
E_tot: -46404.590 eV
charge: +1
2S+1: 1
frontier orbital gap: 5.01 eV

---

Density functional theory data (ωB97M-V/def2-TZVPD) for 2 unconnected molecules or ions with the total composition C6H13N at a distorted geometry.

```
20
Properties=species:S:1:pos:R:3:forces:R:3
C 1.1878 -0.5054 2.3684 0.38 -0.36 -2.04
C 1.3709 -0.8276 1.0378 -0.34 0.74 2.17
C 1.6656 -2.1974 0.6181 0.96 -1.03 -0.43
C 2.0306 -2.5960 -0.6300 -0.33 0.32 1.92
H 1.3499 -1.2881 3.1347 -0.38 0.68 -0.41
H 0.9292 0.5342 2.6547 0.32 -0.91 -0.05
H 1.3323 -0.0216 0.2918 -0.16 -0.47 0.14
H 1.7110 -2.9480 1.4514 -0.24 0.69 -0.85
H 2.3299 -3.6343 -0.7934 -0.19 0.45 -0.17
H 2.1002 -1.8605 -1.4146 -0.06 -0.08 -0.32
C -2.6127 1.1062 -1.1207 0.28 -0.22 -0.83
C -1.3881 1.5388 -0.2976 -0.22 -0.90 0.35
N -0.2444 1.8977 -1.1536 -0.25 0.48 -0.20
H -2.4590 0.1282 -1.6205 0.12 0.51 0.25
H -3.5354 1.0023 -0.5434 0.27 0.16 0.17
H -2.8034 1.8392 -1.9273 -0.02 -0.20 0.35
H -1.7248 2.3031 0.4270 0.39 0.02 -0.37
H -1.0479 0.6605 0.2879 -0.34 0.48 0.01
H -0.5615 2.2778 -2.0488 0.13 -0.04 0.45
H 0.3698 2.5910 -0.7217 -0.35 -0.31 -0.15
```
Positions in Å, forces in eV/Å.

Properties
LUMO energy: 1.0 eV
strongest force on any atom: 0.0451 Eh/bohr
E_tot: -7921.198 eV
structure (SMILES): C=CC=C.CCN
charge: 0
relative energy (zero: lowest compared OMol25 entry of this formula, charge and spin): 157.8 kJ/mol
2S+1: 1
frontier orbital gap: 9.64 eV